{
  "formula": "C31H67AlBr19OP2S",
  "method": "ωB97M-V with the def2-TZVPD basis set",
  "species": ["H", "H", "H", "H", "Br", "H", "H", "H", "H", "H", "C", "Br", "H", "C", "H", "C", "H", "C", "H", "C", "H", "H", "H", "C", "H", "H", "Br", "C", "Br", "H", "H", "H", "C", "C", "H", "H", "C", "Br", "Br", "H", "H", "H", "Br", "C", "C", "C", "C", "C", "H", "H", "H", "H", "H", "C", "S", "H", "H", "H", "H", "H", "Al", "H", "H", "H", "C", "H", "O", "Br", "H", "H", "Br", "C", "H", "H", "H", "H", "Br", "H", "H", "H", "C", "H", "C", "Br", "C", "H", "Br", "C", "H", "H", "Br", "H", "H", "H", "C", "H", "H", "H", "C", "H", "C", "Br", "H", "H", "P", "H", "H", "Br", "C", "H", "C", "C", "Br", "H", "Br", "H", "C", "Br", "C", "Br", "C", "P"],
  "coordinates": [[0.76480, 6.50627, -1.26881], [0.41035, 8.10511, -1.95816], [4.35270, 2.26736, 2.55526], [-3.55634, 3.88933, -1.36086], [-1.20891, 3.04647, -4.00362], [-0.52759, -4.38019, 0.39120], [-0.24609, 0.89374, -1.59702], [0.26661, 8.95389, 0.54754], [0.64683, -0.67867, 4.61598], [5.47175, -5.24925, -0.95174], [0.26097, 1.68447, -1.01690], [4.77446, -1.95988, -5.08279], [-1.67981, 6.19741, 1.77210], [3.66391, -4.48775, -4.29386], [1.64597, 1.07067, 1.73724], [2.27150, 1.88643, 2.08130], [-2.86995, 4.17197, 4.58682], [3.01004, -8.83764, -1.47335], [-1.68634, 9.02114, -0.32303], [-1.88032, 1.63350, 0.40017], [1.78409, 2.37759, 2.92204], [-3.41297, 7.65408, 0.62976], [0.02137, 2.66270, 0.88252], [-3.98540, 6.47576, -1.14557], [-2.15745, 8.61441, -2.00105], [3.62401, 0.87698, 3.39523], [6.29255, -1.51858, -1.27712], [-3.73891, -4.39698, -3.62595], [1.99470, -7.33286, -2.16561], [-4.89602, 3.27402, -0.40392], [1.29877, -1.04111, 6.23404], [-5.69869, 5.40121, -0.32359], [-5.04065, -4.23397, -4.36401], [-5.52035, 4.13238, 3.03574], [-0.27721, 5.05651, 0.51284], [-6.07802, 4.15000, 2.08509], [4.43503, -8.45782, -1.17499], [0.48772, 0.29227, 1.45693], [3.48607, -3.77527, -1.17140], [1.33785, 1.43718, -0.99264], [-3.76292, -3.91061, -2.65378], [2.94089, -9.63217, -2.21133], [5.49172, -8.28130, -2.80401], [-1.58551, -4.13196, 0.46876], [-1.18026, 1.15042, -4.41545], [0.82864, 8.07148, 0.19829], [1.99439, -2.37862, 4.70317], [-0.34175, 1.74791, 0.39153], [5.63636, -4.19162, -2.36817], [-1.80444, -3.78128, 1.47393], [-6.22858, 3.75426, 3.79937], [4.21830, -2.94821, -2.87277], [-4.05061, 3.10430, 5.38808], [-3.44077, 7.75971, -0.47269], [0.04765, 4.43463, 3.18680], [3.30692, -7.72768, 2.95109], [-4.11424, 8.61229, -0.68494], [-4.41798, 5.75613, 0.85866], [4.92487, -9.23214, -0.59232], [-3.20289, 5.99710, -1.75871], [-2.82757, 3.27428, 1.07185], [-2.37586, -5.50693, -0.99749], [-3.49773, -5.45249, -3.50467], [3.74618, -5.37176, -3.66325], [-5.08750, 5.56403, 3.45837], [-2.17883, 0.79580, 1.05294], [-1.14969, 7.10336, -0.98610], [-3.60223, 0.43021, -3.09096], [-2.08140, -6.21445, 0.60591], [-5.80219, -4.85684, -3.89736], [-2.22233, -3.63203, -4.56744], [3.65790, 1.43702, 2.46178], [-0.51750, 1.03670, -5.27196], [-0.73665, 0.66739, -3.54823], [5.69838, -3.13137, 0.50793], [-4.78814, 6.78886, -1.84168], [1.79972, -3.95519, -4.20516], [-2.44964, -0.42013, -5.11169], [1.31320, -3.15835, 5.04103], [5.58522, -3.79121, -3.63711], [0.23059, 7.45637, -1.07269], [0.13782, 2.65662, -1.50725], [1.51826, -1.02436, 5.16792], [4.43080, 0.21959, 1.15012], [-4.60317, 5.42226, -0.18021], [1.85989, 8.40429, -0.02056], [-5.68500, -2.40911, -4.23010], [5.36772, -4.22808, -1.31535], [3.00230, -2.59813, 5.04620], [3.86849, -4.75543, -5.32714], [4.00777, -5.72560, 1.67528], [-5.40482, 5.80231, 4.48933], [-4.96719, -4.47501, -5.42117], [3.83273, -6.42963, 4.04514], [6.16399, -3.27743, -0.46399], [5.51492, -8.17149, 4.22570], [4.51127, -7.51016, -0.65019], [-2.22733, 1.39611, -0.62204], [-3.31605, 3.16215, 4.56210], [-5.55136, 6.31754, 2.79240], [4.58105, -3.40133, -3.79257], [2.89132, 0.33276, 4.94214], [-3.12185, 1.20188, -5.40158], [6.24603, -6.89010, 3.23343], [-1.13096, 4.90532, 1.62636], [7.18702, -3.62597, -0.33298], [2.50434, -9.14031, -0.55762], [2.00591, -2.48368, 2.76713], [-2.05677, 8.20282, -0.97087], [-3.99653, 5.70872, 3.36886], [-4.04003, 3.98014, -0.36763], [-2.41472, -5.32545, 0.07347], [2.31297, 3.21127, 0.65566], [0.84283, 7.33258, 1.01769], [5.79603, -8.90891, 1.87218], [-2.51061, 2.42593, 4.70760], [5.44380, -7.62073, 3.28964], [-4.29407, -5.11075, 0.52489], [-2.54590, 0.58932, -4.71339], [-1.86917, -2.62286, -0.71603], [4.08200, -6.99117, 3.14599], [-4.18845, 2.83530, 2.95605]],
  "forces_ev_per_angstrom": [[-0.339, 0.390, 0.026], [-0.193, -0.126, 0.388], [0.178, 0.024, -0.137], [-0.174, 0.019, 0.327], [-0.145, 0.058, -0.130], [-0.020, 0.002, 0.015], [0.057, 0.346, 0.233], [0.189, -0.294, -0.175], [0.058, 0.009, 0.002], [-0.024, 0.003, 0.112], [0.228, -0.769, 0.074], [-0.013, 0.046, -0.122], [0.159, 0.102, -0.194], [0.068, 0.007, 0.054], [5.261, 3.474, 1.047], [4.001, 3.183, 1.398], [-0.013, -0.488, 0.076], [-0.117, 0.096, 0.032], [-0.091, -0.309, -0.243], [0.526, -0.211, 0.362], [-0.034, 0.138, 0.020], [0.042, -0.104, -0.483], [-0.286, -0.759, 0.100], [-0.416, 0.045, -0.210], [0.162, -0.182, 0.341], [0.827, 0.781, -2.301], [0.073, -0.052, -0.093], [0.138, -0.104, 0.077], [-0.001, -0.007, -0.057], [0.342, 0.134, 0.002], [-0.068, -0.079, -0.029], [0.338, 0.156, 0.169], [-0.091, 0.070, 0.068], [-0.204, 0.263, 0.556], [-0.128, 0.344, -0.117], [0.320, -0.068, 0.250], [0.050, -0.071, -0.232], [-9.274, -7.362, -2.423], [-0.567, -0.644, 1.761], [-0.634, 0.215, -0.125], [-0.012, -0.031, 0.014], [0.017, 0.003, 0.048], [-0.024, 0.106, 0.012], [0.094, 0.144, -0.082], [0.132, 0.009, 0.001], [-0.122, 0.101, 0.060], [-0.102, 0.011, -0.063], [-0.661, 0.564, -0.757], [0.118, -0.378, 1.462], [0.010, -0.066, -0.014], [0.144, 0.150, -0.382], [0.334, 0.362, -1.228], [0.326, -0.174, -0.270], [0.193, 0.157, 0.102], [-0.266, 0.138, 0.225], [0.047, -0.014, 0.076], [0.203, -0.305, 0.209], [-0.199, -0.060, -0.389], [-0.080, 0.009, -0.152], [-0.208, 0.232, 0.343], [-0.466, 0.073, -0.446], [0.052, -0.002, 0.034], [-0.049, 0.017, -0.022], [-0.011, -0.043, 0.002], [-0.152, 0.257, -0.405], [-0.034, 0.264, -0.289], [0.096, 0.441, 0.291], [0.017, 0.085, -0.001], [-0.010, 0.028, 0.003], [0.026, 0.009, -0.010], [-0.022, 0.055, -0.080], [0.220, 1.011, -0.595], [-0.066, 0.004, -0.003], [0.001, -0.025, -0.117], [0.063, 0.002, 0.002], [0.451, -0.187, 0.093], [-0.131, -0.023, -0.182], [-0.024, -0.002, 0.036], [-0.009, 0.073, 0.029], [-0.234, 0.392, -1.204], [0.191, -0.260, -0.220], [-0.054, -0.214, 0.080], [-0.049, -0.047, 0.441], [0.112, -0.101, -0.153], [0.246, -0.131, 0.047], [-0.383, -0.217, 0.168], [-0.049, -0.051, -0.135], [0.124, -0.390, 0.922], [-0.033, 0.019, -0.004], [0.007, 0.016, 0.050], [-0.081, -0.094, 0.045], [0.291, -0.127, -0.378], [0.051, -0.009, 0.053], [0.029, 0.004, -0.031], [0.213, 0.059, 0.110], [-0.016, -0.021, -0.048], [-0.037, -0.053, 0.038], [0.104, 0.012, 0.413], [0.006, 0.513, 0.129], [0.135, -0.268, 0.348], [0.004, 0.641, -1.676], [-1.402, -1.318, 2.873], [0.083, 0.025, 0.005], [-0.063, 0.012, 0.031], [0.248, -0.437, 0.262], [-0.027, -0.034, -0.040], [0.053, 0.006, -0.002], [0.149, -0.168, 0.008], [-0.052, 0.082, -0.231], [-0.389, -0.076, 0.150], [-0.257, 0.118, -0.161], [0.011, -0.068, 0.036], [1.349, 0.752, 0.138], [0.057, 0.286, -0.326], [0.117, 0.025, 0.314], [-0.305, 0.278, -0.007], [0.012, -0.050, 0.020], [-0.014, 0.021, -0.068], [-0.051, -0.076, 0.087], [-0.055, 0.028, 0.007], [0.037, 0.084, -0.064], [-0.160, -0.434, -0.004]],
  "mulliken_charge": [0.215, 0.423, 0.501, 0.578, -0.122, 0.232, 0.002, 0.286, 0.309, 0.119, -0.926, -0.137, 0.075, -0.023, 0.307, -0.188, 0.262, -0.611, 0.329, 0.696, 0.230, 0.242, -1.108, -0.786, 0.282, -0.195, -0.187, -0.416, -0.113, 0.354, 0.373, 0.341, -0.608, -0.723, -0.090, 0.333, 0.094, -0.432, 0.114, 0.384, 0.116, 0.411, -0.147, -0.623, -0.401, -0.952, -0.664, 0.779, -0.021, 0.390, 0.558, 0.106, 0.368, -0.516, -0.481, 0.370, 0.331, -0.340, 0.193, 0.353, -0.836, 0.212, 0.331, -0.188, -0.953, 0.445, -0.004, -0.135, 0.415, 0.398, -0.096, -0.146, 0.411, 0.195, 0.243, 0.379, -0.079, 0.233, 0.388, 0.495, -0.470, 0.230, -0.564, -0.193, 0.241, 0.377, -0.148, -0.462, 0.360, 0.471, -0.004, 0.303, 0.372, 0.347, -0.396, 0.386, -0.218, -0.356, -1.029, 0.283, -0.535, -0.121, 0.411, 0.346, 0.377, 0.469, 0.336, -0.097, -0.783, 0.178, -0.955, -0.459, -0.165, 0.214, -0.121, 0.264, -0.576, -0.151, -0.490, 0.005, -0.680, 0.051],
  "max_force_ha_per_bohr": 0.23504,
  "energy_ev": -1402096.353,
  "homo_ev": -3.999,
  "homo_lumo_gap_ev": 5.08,
  "charge": -1
}